This record from the Open Molecules 2025 dataset describes a molecular structure, C9H13Cl3NO8P2V at a distorted geometry. The level of theory is the ωB97M-V functional and the def2-TZVPD basis.

The geometry in XYZ format:
```
37
Properties=species:S:1:pos:R:3:mulliken_charge:R:1
V 0.03996 -0.95927 0.69035 0.836
C -1.30008 -2.55760 1.55263 -0.609
C -0.57805 -2.01284 2.64695 -0.469
C 0.77363 -2.35422 2.47072 -0.689
C 0.91017 -3.03055 1.23100 -0.305
C -0.36217 -3.17171 0.68689 -0.433
H -2.33851 -2.48701 1.29312 0.450
H -1.04151 -1.58719 3.52176 0.508
H 1.57856 -2.16222 3.19182 0.528
H 1.79610 -3.47104 0.79817 0.462
H -0.58156 -3.67228 -0.26251 0.417
N -2.04933 2.12004 -1.32481 -0.339
C -1.02740 1.20999 -2.04855 0.512
C -0.59096 1.88155 -3.37673 -1.573
P 0.30054 1.17551 -0.80871 1.101
O 0.96740 2.59391 -1.00372 -0.618
O 1.09982 -0.08251 -0.99702 -0.654
O -0.46929 1.07947 0.51673 -0.722
P -1.75021 -0.48449 -2.07195 0.689
O -3.31696 0.03553 -1.91779 -0.625
O -1.48474 -1.22029 -3.29780 -0.769
O -1.51713 -1.09101 -0.72460 -0.279
H -1.59896 3.03123 -1.17943 0.348
H -2.22927 1.69305 -0.40862 0.275
H -2.88433 2.14143 -1.89146 0.387
H -0.08047 2.83634 -3.23021 0.381
H -1.48236 1.96487 -4.01407 0.458
H 0.08392 1.17267 -3.92319 0.359
H 1.66417 2.61423 -0.30153 0.570
H -3.84377 -0.65395 -1.56047 0.290
Cl 2.63306 0.89050 4.18871 -0.139
C 3.47114 0.72954 2.61578 0.698
Cl 4.80100 1.88525 2.47809 -0.122
Cl 4.03676 -0.98548 2.43600 -0.135
C 2.36778 0.94543 1.57566 0.128
O 2.53609 1.88720 0.76876 -0.831
O 1.46694 0.09593 1.68003 -0.085
```

2S+1 = 3
orbital gap (alpha / beta) = 9.24 / 9.18 eV
ΔE to the lowest compared entry with this formula, charge and spin = 0.00 kJ/mol
E_tot = -4015.01373 Eh
highest occupied orbital energy (alpha / beta) = -9.319 / -9.261 eV
strongest force on any atom = 1.850 eV/A

This record from the Open Molecules 2025 dataset describes a single C9H13ClO molecule at a distorted geometry. The level of theory is the ωB97M-V functional and the def2-TZVPD basis.

The geometry in XYZ format:
```
24
Properties=species:S:1:pos:R:3:mulliken_charge:R:1
C -0.69671 -1.85389 -0.16939 -0.688
C -1.64045 -0.73351 -0.09595 0.268
C 0.52539 -1.44612 -0.02333 0.155
C -0.93592 0.40314 -0.02299 -0.451
C 0.52816 0.06862 -0.02654 2.414
C 1.79218 -2.14017 0.24615 -1.461
C 1.31327 0.61143 1.20289 -2.255
C 1.15193 0.59645 -1.35692 -1.338
C -2.57066 2.16348 -0.04737 -0.848
O -1.19680 1.76191 0.06800 -0.386
Cl -3.37522 -0.93726 0.04382 -0.276
H -1.05331 -2.87205 0.00383 0.407
H 2.55055 -1.73654 -0.55883 0.248
H 1.75430 -3.16652 0.26960 0.468
H 2.25850 -1.74659 1.19566 0.247
H 1.07599 1.60602 1.34602 0.555
H 2.31576 0.55735 0.92858 0.525
H 1.13701 0.11037 2.08371 0.466
H 1.21153 1.69738 -1.21313 0.354
H 0.46633 0.26704 -2.16659 0.390
H 2.26408 0.06669 -1.50055 0.261
H -3.19209 1.43650 0.45011 0.319
H -2.94873 2.12020 -1.04375 0.366
H -2.73510 3.16606 0.38698 0.260
```

2S+1 = 1
orbital gap = 8.69 eV
ΔE to the lowest compared entry with this formula, charge and spin = 86.94 kJ/mol
E_tot = -886.08587 Eh
highest occupied orbital energy = -7.898 eV
strongest force on any atom = 4.376 eV/A
structure (SMILES) = COC1=C(Cl)C=C(C)C1(C)C

This record from the Open Molecules 2025 dataset describes a single C9H13ClO molecule at a distorted geometry. The level of theory is the ωB97M-V functional and the def2-TZVPD basis.

The geometry in XYZ format:
```
24
Properties=species:S:1:pos:R:3:mulliken_charge:R:1
C -2.29927 -0.04023 0.27284 -0.604
C -2.13586 0.98367 1.27039 -0.477
C -1.21782 -0.66171 -0.34112 0.303
C -0.02535 1.20115 0.54506 -0.936
C 0.07310 -0.18740 0.07148 2.882
C -1.38422 -1.73993 -1.37179 -1.474
C 0.60972 -1.18059 1.08847 -1.731
C 1.05063 -0.06350 -1.04541 -2.071
C 0.61926 2.63111 2.30423 -0.542
O 0.86940 1.43323 1.47971 -0.165
Cl -3.23110 2.22125 1.49396 -0.143
H -3.21604 -0.16612 -0.27832 0.409
H -2.31432 -2.32338 -1.32558 0.424
H -0.57608 -2.37411 -1.16084 0.387
H -1.21401 -1.40482 -2.39636 0.306
H -0.24067 -1.31815 1.81617 0.375
H 1.37380 -0.71893 1.62564 0.505
H 0.88572 -2.05642 0.51994 0.431
H 0.72590 0.65053 -1.84355 0.393
H 1.20882 -1.02231 -1.48435 0.481
H 1.97862 0.29386 -0.64348 0.479
H 1.26870 3.43960 1.89978 0.250
H 0.86499 2.35474 3.31684 0.257
H -0.40889 2.90828 2.22271 0.259
```

2S+1 = 1
orbital gap (alpha / beta) = 6.76 / 7.04 eV
ΔE to the lowest compared entry with this formula, charge and spin = 485.96 kJ/mol
E_tot = -885.93390 Eh
highest occupied orbital energy (alpha / beta) = -7.118 / -7.302 eV
strongest force on any atom = 3.970 eV/A

This record from the Open Molecules 2025 dataset describes a molecular structure, C9H13ClOSi at a distorted geometry. The level of theory is the ωB97M-V functional and the def2-TZVPD basis.

The geometry in XYZ format:
```
25
Properties=species:S:1:pos:R:3:mulliken_charge:R:1
C 1.59155 1.14753 -1.09114 -0.317
C 0.87730 0.20256 -1.74167 -0.486
C 1.67902 1.06948 0.32295 -0.227
C 0.27164 -0.92508 -0.96168 -0.418
C 1.60280 -0.12621 0.93243 -0.682
C 1.21359 -1.34084 0.14251 0.619
C -2.05211 2.58265 0.37192 -0.675
C 1.84401 -2.54544 0.20888 -0.932
C -2.45020 -1.02095 0.19533 -0.680
O -1.52394 1.68945 -0.54934 0.008
Si -1.47644 0.16179 -1.01448 0.271
Cl -4.17134 -0.50274 0.64748 -0.226
H 1.83027 2.10851 -1.60581 0.308
H 0.61390 0.20786 -2.79689 0.466
H 2.03454 2.02587 0.74667 0.407
H 0.27223 -1.77759 -1.64282 0.367
H 1.78315 -0.25922 2.04598 0.276
H -1.39143 3.40704 0.38346 0.304
H -2.08738 2.19360 1.34265 0.342
H -3.19680 2.95282 0.13774 0.207
H 1.62816 -3.41480 -0.53546 0.204
H 2.55719 -2.78794 0.99910 0.295
H -1.79600 -1.17800 1.13091 0.309
H -2.66661 -1.92851 -0.23312 0.432
H -1.73991 0.14429 -2.41440 -0.173
```

2S+1 = 1
orbital gap = 8.34 eV
ΔE to the lowest compared entry with this formula, charge and spin = 312.43 kJ/mol
E_tot = -1175.57665 Eh
highest occupied orbital energy = -7.870 eV
strongest force on any atom = 3.643 eV/A

This record from the Open Molecules 2025 dataset describes a molecular structure, C9H13ErO5P at a distorted geometry. The level of theory is the ωB97M-V functional and the def2-TZVPD basis.

The geometry in XYZ format:
```
29
Properties=species:S:1:pos:R:3:mulliken_charge:R:1
Er -0.45353 -0.59576 -0.64850 1.350
O -3.60821 -0.22665 1.00066 -0.015
C -2.61421 -0.38593 0.43120 0.211
C 1.15360 0.72504 -1.88558 0.225
O 1.96405 1.36288 -2.40363 -0.011
C -0.47116 1.68870 0.09990 0.200
O -0.38511 2.73433 0.58217 -0.016
C -0.82666 -2.23639 -2.41130 0.202
O -1.00529 -2.96828 -3.28596 -0.002
C -3.76430 1.36684 -3.84060 -0.554
H -4.30764 0.42937 -4.03228 0.295
H -4.24065 1.99756 -3.08191 0.305
C -2.65010 1.70684 -4.50553 -0.566
H -2.10837 2.64000 -4.34669 0.309
H -2.20870 1.07596 -5.28548 0.299
C 2.08850 -2.41199 2.63488 -1.074
P 1.69847 -0.74174 2.17039 0.887
C 0.58582 0.14081 3.25457 -1.052
C 3.01793 0.32145 1.61775 -1.055
O 0.83464 -0.96715 0.88775 -0.336
H 2.97040 -2.52710 3.28122 0.427
H 2.23337 -2.98097 1.70258 0.367
H 1.19195 -2.82999 3.12754 0.365
H 0.95167 0.13603 4.28387 0.420
H 0.44660 1.18567 2.94970 0.343
H -0.41193 -0.31175 3.24848 0.357
H 3.24855 0.13862 0.56157 0.360
H 2.73780 1.38011 1.69872 0.347
H 3.93252 0.15350 2.19449 0.412
```

2S+1 = 4
orbital gap (alpha / beta) = 4.46 / 4.55 eV
E_tot = -2082.27769 Eh
highest occupied orbital energy (alpha / beta) = -18.114 / -18.122 eV
strongest force on any atom = 6.954 eV/A
charge = +3

This record from the Open Molecules 2025 dataset describes a gas-phase ion, C9H13FNO2 (charge +1) at a distorted geometry. The level of theory is the ωB97M-V functional and the def2-TZVPD basis.

The geometry in XYZ format:
```
26
Properties=species:S:1:pos:R:3:mulliken_charge:R:1
C 0.43217 -0.18351 1.23497 -0.488
C -0.83703 -0.25678 0.86985 0.713
C -1.82610 -0.95015 1.77958 -1.187
C -3.99224 0.70808 -0.87103 -0.869
C -3.17627 -0.83032 1.16387 0.119
C -3.02114 0.25821 0.12678 0.744
C 2.37692 0.25744 -0.13616 0.907
C 3.87006 0.55551 -0.08325 -1.239
C 1.80171 -0.11476 -1.47459 -0.450
N -1.54627 0.28486 -0.15898 -0.233
O 1.65593 0.31894 0.90238 -0.265
O -3.59859 1.45913 0.26051 -0.485
F -3.61184 -1.95770 0.56982 -0.308
H 0.79645 -0.66775 2.20475 0.280
H -1.48849 -1.99589 2.03869 0.398
H -1.78218 -0.59278 2.80056 0.436
H -3.61660 1.15792 -1.71161 0.258
H -4.95471 0.39702 -0.85937 0.341
H -4.02186 -0.55746 1.74986 0.401
H 4.46544 -0.55520 -0.19930 0.315
H 4.15406 0.95186 0.91049 0.341
H 4.24623 1.20551 -0.90882 0.379
H 2.00938 -1.18740 -1.62236 0.311
H 2.30330 0.45324 -2.31064 0.402
H 0.68546 0.06800 -1.24796 -0.138
H -1.12507 0.92520 -0.88027 0.316
```

2S+1 = 1
orbital gap (alpha / beta) = 7.71 / 7.71 eV
ΔE to the lowest compared entry with this formula, charge and spin = 415.93 kJ/mol
E_tot = -655.43291 Eh
highest occupied orbital energy (alpha / beta) = -12.430 / -12.429 eV
strongest force on any atom = 4.900 eV/A
charge = +1

This record from the Open Molecules 2025 dataset describes a molecular structure, C9H13GdO4P at a distorted geometry. The level of theory is the ωB97M-V functional and the def2-TZVPD basis.

The geometry in XYZ format:
```
28
Properties=species:S:1:pos:R:3:mulliken_charge:R:1
Gd 0.02567 0.29175 -0.68012 0.849
O 0.19159 3.62860 -0.14433 -0.012
C 0.14258 2.49198 -0.32328 0.153
C -0.07938 -1.92762 -0.53029 0.273
O -0.12277 -3.08015 -0.43013 -0.069
C 2.24073 0.19517 -0.53924 0.157
O 3.39364 0.12943 -0.48707 -0.019
C -2.18496 0.39683 -0.58257 0.205
O -3.32343 0.45581 -0.56635 -0.014
C 0.06881 0.97973 -5.68859 -0.308
H -0.84378 1.58932 -5.71999 0.332
H 1.03606 1.49897 -5.69958 0.335
C 0.00360 -0.38927 -5.74716 -0.290
H 0.91707 -0.99595 -5.80520 0.328
H -0.96240 -0.90551 -5.82574 0.328
C -1.09544 -1.08209 3.64974 -1.317
P -0.31018 -0.39414 2.18407 0.795
C -0.34241 1.39507 2.76908 -1.118
C 1.31909 -1.30242 2.40395 -1.159
H -2.08245 -0.63702 3.74799 0.416
H -0.50023 -0.85757 4.52774 0.468
H -1.17492 -2.15664 3.52099 0.408
H -0.20800 1.40463 3.85148 0.383
H 0.40428 2.00807 2.25876 0.336
H -1.34019 1.77024 2.52612 0.414
H 1.53418 -1.36838 3.47349 0.402
H 1.15666 -2.30809 2.00363 0.418
H 2.13658 -0.83074 1.85260 0.306
```

2S+1 = 8
orbital gap (alpha / beta) = 6.19 / 2.98 eV
ΔE to the lowest compared entry with this formula, charge and spin = 221.88 kJ/mol
E_tot = -1757.32490 Eh
highest occupied orbital energy (alpha / beta) = -19.711 / -18.116 eV
strongest force on any atom = 10.003 eV/A
charge = +3

This record from the Open Molecules 2025 dataset describes a single C9H13IO3Si molecule at a distorted geometry. The level of theory is the ωB97M-V functional and the def2-TZVPD basis.

The geometry in XYZ format:
```
27
Properties=species:S:1:pos:R:3:mulliken_charge:R:1
C 1.60771 0.58401 -2.54910 -0.367
C 2.91074 0.79472 -1.99033 -0.273
C 0.50676 0.80923 -1.81816 -0.737
C 3.11434 1.33541 -0.71620 -0.497
C 0.57687 1.18044 -0.38588 0.336
C 2.01305 1.64474 0.15028 0.076
C -3.41254 -1.66864 0.66250 -1.094
C 0.45568 -0.04335 2.94136 -0.843
C -2.85635 -0.69324 -0.32539 -0.248
O 2.26012 2.33759 1.15095 -0.637
O -0.44615 -0.58307 1.93452 -0.394
O -1.46893 -0.81646 -0.55867 0.022
Si -0.18522 -0.53166 0.34182 0.385
I 1.23878 -2.34131 -0.54620 -0.190
H 1.46050 0.22799 -3.54623 0.384
H 3.75521 0.47895 -2.64697 0.309
H -0.44933 0.65684 -2.31181 0.386
H 4.10218 1.43290 -0.34285 0.436
H -0.10571 1.95438 -0.11551 0.399
H -3.15432 -1.58361 1.74079 0.229
H -4.43251 -1.65271 0.57413 0.477
H -3.13584 -2.74254 0.21967 0.230
H 1.24232 -0.69968 3.11051 0.349
H -0.09315 -0.21346 3.78036 0.358
H 0.92728 0.89533 2.71574 0.341
H -3.11613 0.36445 -0.24443 0.313
H -3.31536 -1.12724 -1.22490 0.250
```

2S+1 = 1
orbital gap = 8.34 eV
ΔE to the lowest compared entry with this formula, charge and spin = 0.00 kJ/mol
E_tot = -1163.69439 Eh
highest occupied orbital energy = -8.567 eV
strongest force on any atom = 3.954 eV/A
structure (SMILES) = CCO[Si@](I)(OC)[C@@H]1C=CC=CC1=O

This record from the Open Molecules 2025 dataset describes a molecular structure, C9H13MoNO3S at a distorted geometry. The level of theory is the ωB97M-V functional and the def2-TZVPD basis.

The geometry in XYZ format:
```
28
Properties=species:S:1:pos:R:3:mulliken_charge:R:1
C 1.01071 -1.28984 -1.86888 -0.179
C -0.40646 -1.24191 -2.11559 -0.664
C -1.07317 -1.85460 -0.99240 -0.370
C -0.06571 -2.28179 -0.05922 -0.248
C 1.21613 -1.94959 -0.60570 -0.603
Mo 0.01314 0.07763 -0.32646 0.660
C -1.60391 1.54799 -0.82534 -0.355
C -0.32612 1.79830 -1.36232 0.590
C 0.37744 2.55265 -2.23409 -0.812
N 1.48156 0.82673 0.18142 -0.704
H -2.14171 -2.02456 -0.90729 0.403
H -0.88630 -0.88096 -3.01968 0.453
H -0.22871 -2.87579 0.83171 0.536
H 2.17554 -2.19756 -0.16168 0.462
H 1.78410 -0.97814 -2.56297 0.433
H -2.41729 1.15362 -1.45094 0.228
H 2.29225 1.01796 0.76656 0.185
H -1.94597 2.08322 0.06661 0.210
H -0.05248 3.33655 -2.86565 0.271
H 1.45319 2.38058 -2.32056 0.229
C -2.91101 -0.75532 3.93323 -1.045
S -1.94793 -0.91350 2.43312 1.540
O -0.85251 -1.83762 2.74577 -0.718
O -2.86431 -1.40155 1.39205 -0.693
O -1.46286 0.46981 2.14555 -0.686
H -2.46927 -1.40427 4.69338 0.298
H -3.93679 -1.05855 3.71570 0.292
H -2.87504 0.28831 4.25046 0.286
```

2S+1 = 3
orbital gap (alpha / beta) = 6.63 / 6.25 eV
E_tot = -1097.41459 Eh
highest occupied orbital energy (alpha / beta) = -7.802 / -8.806 eV
strongest force on any atom = 4.295 eV/A